# 1
DFT (the ωB97M-V functional and the def2-TZVPD basis) results for a structure of composition C27H25N5ORuSSi.

Structure (XYZ):
```
61
C27H25N5ORuSSi (the ωB97M-V functional and the def2-TZVPD basis)
Ru 0.505 0.140 0.704
S 1.029 -1.176 2.784
Si -0.455 1.081 -1.384
O -2.677 2.548 2.204
N -0.700 -1.791 0.579
N -0.543 1.612 1.847
N -1.732 -1.346 2.632
N 2.658 0.710 0.619
N -0.923 -0.579 4.538
C 4.261 2.272 1.424
C -2.954 -3.113 -0.355
C -1.813 -1.880 1.351
C 1.264 1.024 -2.233
C -0.683 -2.443 -0.594
C 1.998 2.212 -2.213
C -2.972 -2.510 0.880
C 0.019 -0.171 5.543
C -2.283 -0.565 4.631
C 4.865 -0.016 1.132
C -3.193 1.087 -2.071
C 1.796 -0.070 -2.918
C -4.308 0.793 -2.831
C -3.058 -0.884 -4.004
C 3.202 2.315 -2.879
C -1.627 2.077 1.999
C -4.239 -0.187 -3.808
C -1.765 -3.110 -1.104
C -2.790 -1.033 3.466
C 3.576 -0.253 0.689
C -1.932 -0.571 -3.263
C 2.992 1.950 0.974
C -1.976 0.438 -2.302
C 3.007 0.031 -3.581
C -0.577 -1.030 3.307
C 5.215 1.270 1.515
C 3.713 1.224 -3.563
H 2.213 2.703 0.896
H 5.572 -0.826 1.182
H -5.104 -0.400 -4.418
H 0.928 -0.767 5.451
H -2.799 -0.236 5.511
H 4.491 3.284 1.711
H 0.271 -2.418 -1.112
H 1.253 -1.004 -2.965
H -3.257 1.846 -1.305
H -5.228 1.334 -2.669
H -1.004 -1.088 -3.459
H 3.261 -1.250 0.380
H -3.859 -2.570 1.489
H -3.811 -1.137 3.168
H -0.750 2.523 -1.116
H 4.653 1.307 -4.084
H -0.416 -0.324 6.528
H 3.401 -0.820 -4.119
H -3.836 -3.604 -0.731
H 0.283 0.882 5.416
H -3.009 -1.661 -4.750
H -1.705 -3.627 -2.046
H 1.601 3.070 -1.692
H 6.210 1.478 1.880
H 3.739 3.250 -2.868
```

As for the expectation value of S²: 8.771. For the energy above the lowest of the compared OMol25 structures with the same formula, charge and spin, the calculation gives 0.7617 eV. As for the HOMO energy (spin up / spin down): -0.32628 / -0.40348 Eh. As for the multiplicity: 6. Its net charge is +1.

These are the Mulliken partial charges, in e, on atoms 1 to 4: Ru 0.26; S -0.41; Si 0.38; O -0.55

***

# 2
DFT (the ωB97M-V functional and the def2-TZVPD basis) results for a structure of composition C30H19BrIrN5O3S.

Structure (XYZ):
```
60
C30H19BrIrN5O3S (the ωB97M-V functional and the def2-TZVPD basis)
Ir -2.088 -0.820 -0.709
Br 5.940 5.956 1.335
S -2.059 0.819 -4.856
O -2.014 -0.778 1.427
O -5.678 -2.632 -0.548
O -4.096 -1.063 -0.737
N -0.066 -0.586 -0.403
N -2.242 1.214 -0.884
N 4.187 0.320 2.627
N 3.070 0.124 3.287
N -2.161 -2.859 -0.599
C -1.950 -1.573 -3.751
C -2.017 -0.718 -2.664
C 5.761 1.848 1.734
C -4.520 -2.279 -0.604
C 5.378 4.204 1.771
C -2.632 -5.560 -0.334
C -1.135 -3.713 -0.539
C -2.210 1.693 -2.190
C 4.178 4.019 2.444
C -2.473 3.430 -0.057
C 1.618 -0.275 1.315
C 4.543 1.636 2.400
C 2.211 -0.345 -1.021
C 3.758 2.741 2.761
C -3.688 -4.669 -0.395
C -2.307 3.088 -2.425
C 2.583 -0.226 0.296
C 0.864 -0.513 -1.340
C -2.434 3.942 -1.365
C 0.277 -0.481 0.919
C 6.177 3.123 1.415
C -0.475 -0.564 3.223
C 1.899 -0.163 2.735
C -1.954 -0.948 -4.987
C -3.417 -3.320 -0.528
C 0.814 -0.355 3.634
C -1.333 -5.073 -0.407
C -0.807 -0.615 1.855
C -2.376 2.060 0.128
C -2.094 0.691 -3.138
H -2.584 4.075 0.801
H 2.829 2.592 3.293
H 3.580 4.876 2.722
H -1.901 -2.651 -3.662
H -2.417 1.605 1.110
H 2.941 -0.308 -1.817
H -2.511 5.008 -1.534
H -0.147 -3.276 -0.598
H -0.479 -5.733 -0.361
H 3.624 -0.106 0.555
H -1.272 -0.691 3.943
H -2.284 3.455 -3.442
H 7.113 3.286 0.900
H 0.518 -0.600 -2.362
H -2.813 -6.621 -0.229
H 6.364 0.987 1.476
H -4.724 -4.973 -0.343
H 1.051 -0.306 4.689
H -1.921 -1.400 -5.964
```

As for the expectation value of S²: 6.144. For the energy above the lowest of the compared OMol25 structures with the same formula, charge and spin, the calculation gives 0.0000 eV. As for the HOMO energy (spin up / spin down): -0.20402 / -0.30960 Eh. As for the multiplicity: 5.

These are the Mulliken partial charges, in e, on atoms 1 to 4: Ir 1.71; Br -0.19; S -0.26; O -0.91

***

# 3
DFT (the ωB97M-V functional and the def2-TZVPD basis) results for a cluster of 2 separate species, C4H9O2 in total.

Structure (XYZ):
```
15
C4H9O2 (the ωB97M-V functional and the def2-TZVPD basis)
O 0.895 1.660 -1.464
O 2.324 0.383 -0.349
C -1.198 -1.622 -0.986
C 1.064 2.052 0.819
C 1.479 1.279 -0.426
C -0.998 -1.403 0.538
H 0.244 1.516 1.089
H 0.772 2.962 0.601
H -0.289 -1.494 -1.415
H -0.996 -0.220 0.630
H -1.533 -2.641 -1.183
H -1.882 -0.947 -1.310
H -0.014 -1.717 0.769
H -1.720 -1.830 1.160
H 1.852 2.023 1.526
```

For the energy above the lowest of the compared OMol25 structures with the same formula, charge and spin, the calculation gives 1.1045 eV. As for the HOMO energy: -0.13302 Eh. Its net charge is -1.

These are the Mulliken partial charges, in e, on atoms 1 to 4: O -0.74; O -0.73; C -1.00; C -0.88

***

# 4
DFT (the ωB97M-V functional and the def2-TZVPD basis) results for an isolated molecule of C3H3Cl3S.

Structure (XYZ):
```
10
C3H3Cl3S (the ωB97M-V functional and the def2-TZVPD basis)
Cl 4.144 1.750 -0.289
Cl 4.899 -0.989 -0.869
Cl 2.317 -2.321 0.435
S 1.046 0.123 0.925
C 2.404 -0.615 0.258
C 1.243 1.951 0.959
C 3.987 0.064 0.123
H 0.171 2.100 0.935
H 1.687 2.564 0.225
H 1.848 2.186 1.881
```

For the energy above the lowest of the compared OMol25 structures with the same formula, charge and spin, the calculation gives 2.4974 eV. As for the HOMO energy (spin up / spin down): -0.30612 / -0.28679 Eh.

These are the Mulliken partial charges, in e, on atoms 1 to 4: Cl -0.15; Cl -0.15; Cl -0.14; S -0.05

***

# 5
DFT (the ωB97M-V functional and the def2-TZVPD basis) results for a structure of composition C39H19CoN9O4.

Structure (XYZ):
```
72
C39H19CoN9O4 (the ωB97M-V functional and the def2-TZVPD basis)
Co 0.031 -0.143 0.414
O -1.605 -1.201 0.006
O 1.517 1.174 0.647
O 2.069 3.343 0.374
O -3.652 -1.543 -0.844
N -1.065 0.741 -1.745
N 0.225 0.086 -3.572
N 2.108 -2.739 -0.275
N 0.926 -1.497 1.438
N -2.187 2.363 1.175
N -0.852 0.559 2.031
N 0.861 -1.089 -1.525
N -0.704 1.262 -0.509
N 0.124 -0.911 3.642
C 1.506 -2.267 -1.353
C 1.086 -2.160 -3.590
C -2.273 0.085 5.380
C 3.766 -3.379 4.555
C 0.631 5.177 -2.927
C -1.864 1.483 2.072
C -1.853 0.440 4.108
C 0.984 -1.485 2.797
C 2.020 -4.662 -4.267
C 1.493 -3.815 -5.246
C 0.634 -0.958 -2.887
C -1.985 3.123 -1.289
C 0.965 4.362 -4.068
C 1.911 -2.308 0.965
C -3.672 2.021 3.879
C -0.028 2.530 -0.465
C -3.400 0.709 5.894
C 1.629 -2.997 -2.618
C 2.102 -2.296 3.243
C 3.824 -3.614 2.143
C -2.569 -0.942 -0.804
C -0.311 1.110 -2.857
C 1.021 -2.553 -4.917
C 1.319 2.376 0.254
C -0.029 2.449 -2.977
C -0.439 3.260 -1.778
C 4.361 -3.884 3.392
C -4.096 1.665 5.152
C -2.350 0.205 -1.745
C -2.548 1.399 3.369
C -3.058 2.477 -2.127
C 0.677 3.037 -4.057
C -1.504 2.390 -0.029
C -0.787 -0.053 3.234
C 2.696 -2.810 2.080
C -3.309 1.136 -2.218
C 0.005 4.674 -1.851
C 2.096 -4.260 -2.941
C 2.629 -2.588 4.494
H 4.210 -3.612 5.516
H -2.328 4.119 -1.008
H -3.771 3.161 -2.578
H 0.608 -1.886 -5.663
H 1.475 4.808 -4.912
H 2.160 -2.203 5.391
H -3.763 0.445 6.882
H 1.447 -4.160 -6.273
H 0.925 6.221 -2.927
H 0.951 2.397 -4.888
H -4.202 2.752 3.279
H 5.259 -4.486 3.473
H 4.261 -4.008 1.234
H -4.983 2.120 5.577
H 2.501 -4.909 -2.174
H -0.185 5.284 -0.975
H -4.267 0.791 -2.595
H -1.733 -0.668 5.940
H 2.363 -5.650 -4.554
```

As for the expectation value of S²: 3.846. For the energy above the lowest of the compared OMol25 structures with the same formula, charge and spin, the calculation gives 0.0000 eV. As for the HOMO energy (spin up / spin down): -0.03327 / -0.07764 Eh. As for the multiplicity: 4. Its net charge is -2.

These are the Mulliken partial charges, in e, on atoms 1 to 4: Co 0.27; O -0.51; O -0.48; O -0.83

***

# 6
DFT (the ωB97M-V functional and the def2-TZVPD basis) results for a cluster of 2 separate species, C8H8 in total.

Structure (XYZ):
```
16
C8H8 (the ωB97M-V functional and the def2-TZVPD basis)
C -0.457 0.582 -0.186
C 0.687 1.392 -0.109
C 1.004 -1.335 -0.038
C -0.255 -0.773 -0.145
C -2.514 -0.072 -0.467
C -2.547 0.039 0.760
C 1.946 0.789 0.045
C 2.115 -0.597 0.170
H -2.960 -0.336 -1.546
H -2.182 0.194 1.801
H 1.042 -2.447 -0.120
H 2.903 1.297 -0.025
H -1.435 1.092 -0.143
H -1.138 -1.468 -0.275
H 3.174 -0.977 0.320
H 0.727 2.496 -0.187
```

For the energy above the lowest of the compared OMol25 structures with the same formula, charge and spin, the calculation gives 5.9219 eV. As for the HOMO energy: -0.31639 Eh.

These are the Mulliken partial charges, in e, on atoms 1 to 4: C 0.24; C -0.71; C -0.44; C -0.16

***

no.,strongest force on any atom (eV/A)
1,1.946
2,0.334
3,4.958
4,5.801
5,1.450
6,7.431